C23H20ClIPRu | ωB97M-V with the def2-TZVPD basis set

Summary:
- Net charge: 0
- Kohn-Sham gap (alpha / beta): 0.2647 / 0.2344 Eh
- Highest occupied orbital energy (alpha / beta): -6.58 / -8.26 eV
- Multiplicity: 6
- <S²>: 8.766

CARTESIAN COORDINATES (ANGSTROEM)
C (1.708, 1.413, -0.010)
C (1.924, 0.296, -0.878)
C (0.864, 0.277, -1.860)
H (2.749, -0.404, -0.816)
C (-0.020, 1.383, -1.575)
C (0.508, 2.080, -0.426)
H (0.064, 2.952, 0.050)
H (2.361, 1.719, 0.801)
H (0.759, -0.444, -2.665)
H (-0.916, 1.653, -2.130)
Ru (-0.089, -0.106, 0.146)
Cl (-2.164, -0.677, -0.405)
P (-0.186, -3.567, -1.145)
C (-0.421, -4.012, -2.919)
C (0.373, -4.931, -3.624)
H (1.207, -5.432, -3.128)
C (0.092, -5.212, -4.966)
H (0.709, -5.935, -5.502)
C (-0.968, -4.572, -5.612)
H (-1.181, -4.791, -6.660)
C (-1.755, -3.646, -4.917)
H (-2.588, -3.150, -5.414)
C (-1.474, -3.352, -3.583)
H (-2.068, -2.612, -3.040)
C (1.411, -4.414, -0.808)
C (2.574, -3.679, -1.113)
H (2.478, -2.667, -1.517)
C (3.832, -4.242, -0.904)
H (4.724, -3.669, -1.154)
C (3.943, -5.533, -0.375)
H (4.929, -5.969, -0.208)
C (2.794, -6.260, -0.056)
H (2.874, -7.267, 0.356)
C (1.528, -5.702, -0.260)
H (0.633, -6.270, 0.001)
C (-1.367, -4.747, -0.358)
C (-2.024, -5.790, -1.031)
H (-1.865, -5.940, -2.101)
C (-2.883, -6.643, -0.330)
H (-3.381, -7.457, -0.860)
C (-3.104, -6.453, 1.036)
H (-3.779, -7.117, 1.579)
C (-2.462, -5.407, 1.710)
H (-2.627, -5.257, 2.776)
C (-1.610, -4.549, 1.015)
H (-1.125, -3.713, 1.528)
I (0.790, -1.042, 2.220)